Molecular formula: C5H11NOS
Method: DFT, the ωB97M-V functional and the def2-TZVPD basis

Positions of all 19 atoms, in Å:
C (0.79103, 0.33084, 1.61948)
C (-0.39834, -0.89892, -0.22906)
C (0.53216, 0.19859, 0.13806)
C (0.15732, 1.48592, -0.66491)
C (1.95097, -0.21074, -0.43559)
N (-2.94181, -0.16899, -0.65225)
O (-2.50002, -1.61750, 1.33782)
S (-2.02499, -0.49621, 0.56679)
H (1.36190, 1.21984, 2.01084)
H (0.57210, -0.55615, 2.24178)
H (-0.58232, -0.96691, -1.34349)
H (-0.09307, -1.97119, 0.04320)
H (0.15067, 2.35418, -0.03337)
H (-0.83285, 1.45758, -0.92440)
H (0.80076, 1.42706, -1.52348)
H (2.12332, 0.07095, -1.42738)
H (1.96451, -1.28049, -0.19581)
H (2.78479, 0.16656, 0.16017)
H (-3.81613, -0.54443, -0.68839)

ΔE to the lowest compared entry with this formula, charge and spin in kJ/mol: 581.30
Total charge: 0
HOMO-LUMO gap (spin up / spin down) in eV: 6.9442 / 8.8087
Highest occupied orbital energy (spin up / spin down) in eV: -8.41 / -8.83